# 1
The following is a quantum chemistry calculation of a molecular structure, C10H24AlB2BrIN4O2, from the OMol25 dataset.

Geometry as ORCA input:
```
! RIJCOSX wB97M-V def2-TZVPD def2/J DEFGRID3
* xyz -1 1
C -0.380 -2.770 -0.072
N -0.068 -3.114 1.354
C 0.133 -4.578 1.458
B 1.096 -2.345 1.799
O 2.319 -2.991 2.085
Al 0.934 -0.229 2.038
Br 2.866 0.847 1.028
I -1.302 0.714 0.995
B 0.743 0.228 4.102
N -0.003 -0.698 5.015
O 1.210 1.384 4.709
H 0.393 -2.148 -0.499
H -0.419 -3.686 -0.648
H -1.347 -2.297 -0.148
H 0.945 -4.940 0.839
H 0.296 -4.831 2.498
H -0.782 -5.066 1.147
H 2.393 -3.289 2.997
H 0.123 -1.646 4.684
H -0.999 -0.523 4.908
H 0.614 1.576 5.445
C 5.911 1.751 -3.800
C 5.409 1.244 -2.451
C 4.562 -0.025 -2.566
C 3.374 0.219 -3.392
N 2.467 0.423 -4.051
H 5.083 2.026 -4.455
H 6.532 2.638 -3.668
H 6.510 0.992 -4.308
H 4.822 2.025 -1.966
H 6.262 1.036 -1.804
H 4.245 -0.349 -1.575
H 5.139 -0.833 -3.020
C -7.035 2.800 -1.180
C -5.539 3.097 -1.143
C -4.703 1.907 -0.662
C -5.077 1.520 0.700
N -5.378 1.235 1.762
H -7.419 2.573 -0.184
H -7.588 3.662 -1.556
H -7.250 1.950 -1.831
H -5.358 3.954 -0.493
H -5.203 3.377 -2.144
H -3.642 2.156 -0.664
H -4.846 1.047 -1.318
*
```

Computed properties:
energy relative to the best compared isomer or geometry (same formula, charge and spin)	0.677	eV
maximum force	0.0376	Eh/bohr
DFT total energy	-3929.06458	a.u.
molecular weight	487.7	g/mol

# 2
The following is a quantum chemistry calculation of a molecular structure, C10H24BN2O6RuS, from the OMol25 dataset.

Geometry as ORCA input:
```
! RIJCOSX wB97M-V def2-TZVPD def2/J DEFGRID3
* xyz 0 2
Ru -0.215 -1.099 1.476
O -0.460 -2.888 3.237
S -1.770 -2.413 2.757
O -2.955 -3.008 3.265
O -1.626 -2.502 1.190
O -1.733 -0.859 2.903
N 1.072 0.383 2.331
C 2.541 0.305 2.182
C 3.031 -1.137 2.341
C 3.504 -1.772 1.038
C 2.538 -1.671 -0.126
N 1.193 -2.170 0.230
H 0.738 1.297 2.030
H 0.824 0.304 3.316
H 3.009 0.974 2.905
H 2.785 0.685 1.190
H 2.232 -1.738 2.788
H 3.856 -1.168 3.053
H 3.737 -2.824 1.223
H 4.442 -1.307 0.722
H 2.938 -2.238 -0.970
H 2.421 -0.640 -0.460
H 1.265 -3.053 0.736
H 0.660 -2.368 -0.613
C 0.123 1.582 -2.737
C -1.115 0.897 -2.182
C -2.005 0.397 -3.301
O -0.661 -0.250 -1.392
B -0.661 0.126 -0.065
O -1.058 1.453 0.064
C -1.846 1.755 -1.094
C -1.823 3.248 -1.346
C -3.267 1.279 -0.828
H 0.699 0.855 -3.311
H 0.750 1.965 -1.930
H -0.138 2.411 -3.397
H -1.417 -0.187 -4.010
H -2.450 1.237 -3.841
H -2.803 -0.234 -2.916
H -0.804 3.629 -1.390
H -2.348 3.760 -0.540
H -2.328 3.487 -2.284
H -3.305 0.200 -0.666
H -3.932 1.533 -1.655
H -3.635 1.765 0.076
*
```

Computed properties:
expectation value of S²	0.756
maximum force	0.0173	Eh/bohr
DFT total energy	-1474.42706	a.u.
molecular weight	412.3	g/mol

# 3
The following is a quantum chemistry calculation of a molecular structure, C10H24Br2Cl2IN2NaO6P4, from the OMol25 dataset.

Geometry as ORCA input:
```
! RIJCOSX wB97M-V def2-TZVPD def2/J DEFGRID3
* xyz -2 1
C -1.222 1.530 -0.486
C -1.471 1.270 0.984
Br -1.964 -0.840 1.105
C -0.509 1.800 1.987
Br -0.365 0.446 3.719
P 1.176 2.232 1.433
I 1.745 -0.241 0.794
C 2.521 2.141 2.757
O 3.437 1.081 2.564
O 4.769 1.666 2.519
P 0.765 4.383 2.282
N 0.468 4.377 3.845
P 1.813 3.055 -0.549
C 2.978 4.466 -0.325
C 2.759 1.890 -1.579
H -1.173 2.598 -0.672
H -2.089 1.176 -1.043
H -0.361 1.008 -0.885
H -2.420 1.730 1.230
H -0.963 2.673 2.433
H 3.059 3.081 2.794
H 2.030 1.972 3.711
H 4.999 1.526 1.591
H 1.884 5.224 2.085
H -0.298 4.970 1.539
H 1.169 4.932 4.318
H 3.298 4.747 -1.323
H 2.412 5.309 0.048
H 3.822 4.292 0.338
H 2.132 1.130 -2.020
H 3.134 2.512 -2.395
H 3.632 1.466 -1.097
Na -2.284 -3.561 0.554
O -1.483 -5.195 -2.337
P -0.793 -6.232 -3.240
O -1.054 -7.639 -2.632
O 0.705 -5.917 -3.282
O -1.344 -6.166 -4.665
Cl -4.812 -11.186 -3.571
C -3.499 -11.231 -4.799
C -2.127 -11.189 -4.184
Cl -1.735 -9.556 -3.420
H -3.649 -10.388 -5.470
H -3.652 -12.152 -5.363
H -1.384 -11.355 -4.966
H -2.016 -11.967 -3.427
C -1.547 7.223 3.152
C -2.942 7.619 3.249
N -4.043 7.931 3.326
H -0.896 8.030 3.485
H -1.330 6.345 3.765
H -1.281 6.984 2.124
*
```

Computed properties:
maximum force	0.0510	Eh/bohr
DFT total energy	-8849.95174	a.u.
molecular weight	772.8	g/mol

# 4
The following is a quantum chemistry calculation of 6 unconnected molecules or ions with the total composition C10H24ClF6NO12S2, from the OMol25 dataset.

Geometry as ORCA input:
```
! RIJCOSX wB97M-V def2-TZVPD def2/J DEFGRID3
* xyz -2 1
Cl 0.303 1.085 0.098
O -0.499 2.282 0.411
O 0.346 0.954 -1.328
O 1.642 1.178 0.561
O -0.306 -0.115 0.536
C 1.895 2.273 -4.025
F 1.030 3.018 -3.323
F 2.648 3.018 -4.817
F 2.667 1.612 -3.127
S 0.942 0.920 -5.103
O -0.471 1.141 -5.100
O 1.569 0.774 -6.385
N 0.526 -0.464 -4.099
S 2.056 -1.226 -4.215
O 1.892 -2.442 -4.986
O 3.227 -0.412 -4.493
C 2.336 -1.834 -2.368
F 1.146 -1.980 -1.767
F 2.902 -3.061 -2.329
F 3.111 -1.023 -1.686
C 1.188 -2.289 2.712
C 2.424 -2.017 1.946
O 3.185 -3.207 2.012
H 0.681 -1.327 2.784
H 1.293 -2.709 3.712
H 0.492 -2.861 2.099
H 2.993 -1.237 2.452
H 2.215 -1.732 0.915
H 2.730 -3.960 1.628
C -4.035 2.593 0.940
C -3.909 1.109 0.588
O -3.984 0.962 -0.813
H -3.908 2.776 2.007
H -4.978 3.018 0.596
H -3.233 3.176 0.486
H -4.707 0.557 1.085
H -2.979 0.685 0.966
H -4.929 0.991 -0.980
C 0.083 2.890 4.206
C 1.203 1.873 4.485
O 1.933 2.338 5.632
H -0.367 2.676 3.237
H 0.410 3.927 4.118
H -0.712 2.850 4.950
H 1.900 1.725 3.660
H 0.650 0.949 4.653
H 2.573 1.672 5.894
C -1.589 -3.093 -0.498
C -2.473 -2.002 -1.228
O -1.647 -1.102 -1.922
H -1.043 -2.688 0.354
H -0.896 -3.591 -1.176
H -2.245 -3.879 -0.124
H -3.188 -1.502 -0.575
H -3.008 -2.469 -2.055
H -1.089 -0.799 -1.202
*
```

Computed properties:
energy relative to the best compared isomer or geometry (same formula, charge and spin)	0.242	eV
maximum force	0.1376	Eh/bohr
DFT total energy	-3208.48463	a.u.
molecular weight	563.9	g/mol

# 5
The following is a quantum chemistry calculation of a molecular structure, C10H24ClF6NO12S2Zr, from the OMol25 dataset.

Geometry as ORCA input:
```
! RIJCOSX wB97M-V def2-TZVPD def2/J DEFGRID3
* xyz 3 2
Zr 2.080 -0.708 -0.121
Cl -1.708 -0.219 -1.375
O -0.315 -0.343 -0.902
O -1.913 -1.250 -2.312
O -2.626 -0.205 -0.266
O -1.856 1.068 -2.004
C 1.454 3.498 -0.582
F 0.175 3.018 -0.648
F 1.561 4.438 -1.482
F 1.760 3.989 0.620
S 2.743 2.114 -1.076
O 2.085 0.997 -1.773
O 3.915 2.692 -1.746
N 2.890 1.117 0.384
S 4.149 1.993 1.123
O 5.380 1.303 0.814
O 4.190 3.509 0.961
C 3.852 1.710 3.046
F 3.104 2.735 3.549
F 3.283 0.505 3.201
F 5.027 1.781 3.647
C -0.978 1.181 2.201
C 0.478 0.978 2.394
O 0.806 -0.234 1.721
H -1.315 1.986 2.854
H -1.506 0.253 2.418
H -1.318 1.640 1.272
H 0.754 0.948 3.448
H 0.932 1.857 1.937
H 0.251 -0.790 2.272
C -0.519 -4.577 0.804
C -0.249 -3.194 0.175
O 1.110 -2.709 0.313
H -1.541 -4.950 0.745
H -0.325 -4.494 1.874
H 0.030 -5.393 0.334
H -0.869 -2.422 0.630
H -0.563 -3.268 -0.866
H 1.543 -3.428 0.778
C -5.794 1.417 1.186
C -5.162 1.770 -0.235
O -5.325 0.627 -1.000
H -6.867 1.239 1.117
H -5.661 2.283 1.835
H -5.292 0.563 1.641
H -4.141 2.147 -0.166
H -5.739 2.586 -0.670
H -4.474 0.203 -1.136
C 0.861 -2.775 -3.866
C 1.614 -1.605 -3.388
O 2.065 -1.881 -2.045
H 0.154 -2.377 -4.593
H 0.189 -3.112 -3.077
H 1.560 -3.515 -4.255
H 0.954 -0.738 -3.422
H 2.451 -1.349 -4.037
H 2.654 -2.610 -2.250
*
```

Computed properties:
energy relative to the best compared isomer or geometry (same formula, charge and spin)	1.711	eV
expectation value of S²	0.754
maximum force	0.1399	Eh/bohr
DFT total energy	-3254.33182	a.u.
molecular weight	655.1	g/mol

# 6
The following is a quantum chemistry calculation of a molecular structure, C10H24N2S3Sm, from the OMol25 dataset.

Geometry as ORCA input:
```
! RIJCOSX wB97M-V def2-TZVPD def2/J DEFGRID3
* xyz 3 6
Sm 0.432 0.273 -0.258
C -1.062 -2.441 1.654
C -0.930 -1.548 2.885
S -0.177 0.096 2.620
C -1.543 1.263 2.978
C -1.782 2.334 1.925
S -1.909 1.822 0.187
C -3.285 0.645 0.022
C -3.141 -0.731 0.653
S -1.653 -1.650 0.129
H -0.103 -2.890 1.379
H -1.719 -3.283 1.879
H -1.890 -1.370 3.367
H -0.317 -2.061 3.627
H -2.436 0.668 3.157
H -1.300 1.753 3.921
H -2.687 2.893 2.170
H -0.978 3.074 1.914
H -4.177 1.139 0.416
H -3.441 0.579 -1.057
H -3.133 -0.676 1.737
H -4.001 -1.341 0.370
N -0.091 0.010 -2.678
C 1.279 -0.172 -3.261
C 2.262 0.876 -2.703
C 3.577 0.308 -2.166
C 3.451 -0.601 -0.955
N 2.873 0.123 0.230
H -0.692 -0.763 -2.963
H -0.520 0.840 -3.091
H 1.237 -0.115 -4.347
H 1.599 -1.188 -3.020
H 1.768 1.520 -1.936
H 2.475 1.627 -3.465
H 4.263 1.127 -1.938
H 4.063 -0.261 -2.962
H 4.422 -1.018 -0.691
H 2.808 -1.470 -1.161
H 3.369 1.008 0.353
H 3.090 -0.399 1.080
*
```

Computed properties:
expectation value of S²	8.766
maximum force	0.0055	Eh/bohr
DFT total energy	-2356.50490	a.u.
molecular weight	418.9	g/mol